Record 1
ORCA calculation (wB97M-V/def2-TZVPD) on a molecular structure, C50H47N2O4P2ReSSi.

Computed properties:
HOMO (spin up / spin down) ... -4.8 / -4.7 eV

```
! wB97M-V def2-TZVPD RIJCOSX def2/J DEFGRID3
* xyz -1 2
Re 0.13864 0.19374 -0.27101
C 2.30103 -0.12465 2.22410
P 0.69120 0.82970 2.15372
C -0.22439 0.02750 3.53950
C -1.52044 0.43259 3.88160
C -2.21075 -0.17511 4.91838
C -1.63044 -1.20799 5.63984
C -0.35034 -1.62217 5.31314
C 0.34650 -1.00844 4.27998
C 1.45021 2.31729 2.93850
C 2.60405 2.88348 2.40385
C 3.20647 3.96690 3.02345
C 2.66937 4.49704 4.18733
C 1.51778 3.93954 4.72044
C 0.90744 2.86376 4.09367
C 2.98551 0.08009 0.92268
C 4.30703 0.25608 0.59747
C 4.37602 0.36023 -0.82178
C 3.09434 0.23579 -1.28527
C 2.55595 0.12601 -2.66884
P 0.80660 0.66219 -2.63122
C 0.82220 2.38296 -3.22671
C 1.74677 2.81093 -4.18311
C 1.71194 4.10966 -4.66146
C 0.75146 4.99672 -4.18890
C -0.17944 4.57209 -3.25648
C -0.15072 3.26683 -2.78198
C 0.05097 -0.22112 -4.05288
C -0.18242 -1.58987 -3.93868
C -0.80568 -2.29481 -4.95533
C -1.21924 -1.63487 -6.10452
C -1.00377 -0.27086 -6.22475
C -0.37501 0.43395 -5.20619
N 2.22075 0.09318 -0.22767
H 2.02493 -1.17092 2.30622
H 2.94776 0.13502 3.06439
H -1.98884 1.22487 3.31933
H -3.21434 0.15756 5.15400
H -2.17251 -1.68608 6.44688
H 0.11951 -2.43226 5.85756
H 1.34146 -1.36714 4.06292
H 3.02000 2.49666 1.48454
H 4.09388 4.40560 2.58346
H 3.13857 5.34679 4.66859
H 1.07852 4.35127 5.62109
H -0.00616 2.46131 4.51021
H 5.12740 0.30614 1.29670
H 5.26155 0.48589 -1.42601
H 2.54189 -0.91616 -3.00364
H 3.14994 0.69193 -3.38277
H 2.49004 2.13007 -4.57651
H 2.43611 4.43085 -5.39981
H 0.73424 6.01747 -4.55094
H -0.93048 5.25194 -2.87542
H -0.88817 2.95230 -2.05715
H 0.09531 -2.10633 -3.03229
H -0.98283 -3.35641 -4.83728
H -1.71712 -2.17948 -6.89699
H -1.33411 0.25582 -7.11145
H -0.23515 1.50128 -5.30795
O -0.87571 2.04191 1.76966
S -0.47993 3.14265 0.74576
O -1.60337 3.32512 -0.14908
O 0.67511 2.46025 0.02352
O -0.06544 4.33161 1.43633
C -4.41173 2.33494 -2.52682
C -4.47819 2.27471 -1.13766
C -3.61648 1.46192 -0.43075
C -2.67729 0.68836 -1.10810
C -2.63495 0.71617 -2.49001
C -3.49079 1.55206 -3.20054
N -1.80599 -0.16886 -0.34368
C -2.57106 -1.18377 0.30872
C -3.73215 -1.69286 -0.29071
C -4.48021 -2.67232 0.33525
C -4.10524 -3.15732 1.58300
C -2.95926 -2.65851 2.17866
C -2.19184 -1.69307 1.54170
H -5.07619 2.99099 -3.07510
H -5.18343 2.89600 -0.60040
H -3.62884 1.44436 0.65113
H -1.95937 0.05294 -3.01169
H -3.43615 1.57179 -4.28246
H -4.04214 -1.32406 -1.25818
H -5.36640 -3.05571 -0.15562
H -4.70231 -3.90929 2.08318
H -2.64973 -3.01073 3.15561
H -1.29490 -1.32147 2.01250
C 2.06036 -2.83158 -1.50174
Si 0.62873 -2.27003 -0.36223
C -0.80621 -3.36263 -1.01366
C 1.22197 -3.20777 1.21748
C 0.36473 -3.93030 2.04861
C 0.82503 -4.64390 3.15030
C 2.17750 -4.66518 3.44750
C 3.06114 -3.98093 2.62221
C 2.58876 -3.27692 1.52555
H 2.21293 -3.89173 -1.27899
H 3.00095 -2.31053 -1.30985
H 1.84406 -2.75996 -2.56897
H -0.38244 -4.11948 -1.68172
H -1.55232 -2.79521 -1.57162
H -1.34018 -3.88932 -0.22170
H -0.69468 -3.94689 1.83750
H 0.12110 -5.18248 3.77461
H 2.54333 -5.21604 4.30600
H 4.12378 -3.99306 2.83526
H 3.30449 -2.74021 0.91265
*
```

Atomic partial charges in e from the Mulliken method, atoms 1 to 2: Re 0.941; C -0.493

***

Record 2
ORCA calculation (wB97M-V/def2-TZVPD) on 6 unconnected molecules or ions with the total composition C33H57BClNO16P.

Computed properties:
HOMO ... -11.5 eV

```
! wB97M-V def2-TZVPD RIJCOSX def2/J DEFGRID3
* xyz 1 1
C -2.11022 -1.52169 -1.13077
C -1.32804 -0.21252 -0.93032
O -1.08645 0.35537 -2.25210
B 0.05232 1.05116 -2.34644
O 0.31507 2.00633 -1.38137
C 1.11847 0.91168 -3.56928
Cl 2.52122 1.98450 -3.28084
C 0.44297 1.40352 -4.86674
O -0.71202 0.62895 -5.05096
C -0.45446 -0.73393 -5.32178
C 0.00632 -0.91815 -6.77284
C -0.13972 -2.37993 -7.23250
O 1.15597 -2.87171 -7.54401
C 1.16180 -4.18622 -7.96712
C 0.68677 -5.22413 -6.96243
O 1.51485 -4.47596 -9.01452
C 0.55237 -1.40274 -4.33971
O -0.01106 -2.07607 -3.28018
N 1.62779 -0.47098 -3.88739
P 2.86186 -1.18205 -2.70552
C 2.08048 -1.57447 -1.10471
C 3.30304 -2.82929 -3.46540
C 2.62746 -4.04886 -2.80783
H -2.52830 -1.53168 -2.13041
H -1.42693 -2.35611 -0.98927
H -2.94367 -1.60709 -0.44162
H -0.41443 -0.40586 -0.38609
H -1.98216 0.47171 -0.40969
H 0.80939 1.62568 -0.63785
H 1.13947 1.39194 -5.71089
H 0.10583 2.41500 -4.67891
H -1.39271 -1.26915 -5.19521
H 1.03162 -0.57474 -6.87619
H -0.66984 -0.32882 -7.38043
H -0.62036 -2.93251 -6.41814
H -0.79771 -2.41515 -8.09643
H 0.41222 -4.72852 -6.03132
H 1.47364 -5.93108 -6.73697
H -0.19438 -5.72198 -7.35132
H 1.06847 -2.14391 -4.96315
H -0.82883 -2.51163 -3.54813
H 2.19140 -0.34069 -4.73512
H 1.88177 -0.63722 -0.59144
H 1.20480 -2.21472 -1.12777
H 2.83130 -2.08391 -0.50258
H 4.37602 -2.91983 -3.32841
H 3.12920 -2.82056 -4.54239
H 2.60041 -4.83856 -3.56157
H 3.23516 -4.44770 -2.00137
H 1.60024 -3.88502 -2.50669
O -0.60294 1.26655 1.75015
C -1.62025 1.25851 2.38819
O -2.66402 0.45557 2.08036
C -3.77726 0.74157 2.95032
C -3.16198 1.39596 4.17659
C -1.96044 2.12468 3.58158
H -4.46507 1.40627 2.42321
H -4.29590 -0.18472 3.18515
H -3.85315 2.04426 4.71038
H -2.81698 0.63046 4.87271
H -2.22198 3.12445 3.23047
H -1.13092 2.17100 4.28136
O -1.72382 2.58983 7.55986
C -0.58181 2.93994 7.48284
O 0.06426 3.07725 6.29503
C 1.44888 3.40393 6.52649
C 1.48795 3.99987 7.92189
C 0.36212 3.24896 8.62651
H 2.03850 2.48739 6.44657
H 1.78537 4.10690 5.76672
H 2.45802 3.89701 8.40547
H 1.24595 5.05796 7.87685
H 0.70435 2.30942 9.06381
H -0.13076 3.85714 9.37968
O 2.27703 7.64971 7.96536
C 1.38773 7.78769 7.18031
O 0.54532 6.77463 6.83310
C -0.34525 7.21585 5.79067
C -0.36748 8.73268 5.89999
C 1.04109 9.03921 6.40006
H 0.04854 6.87306 4.83109
H -1.32702 6.77436 5.94695
H -0.62301 9.22595 4.96410
H -1.09741 9.03869 6.65100
H 1.75176 9.14898 5.57969
H 1.06937 9.91425 7.04280
O 3.70020 -4.60204 -0.04206
C 4.56743 -4.18097 0.67361
O 4.61554 -2.89271 1.08438
C 5.82323 -2.66137 1.83959
C 6.24830 -4.03427 2.33392
C 5.75919 -4.94419 1.21011
H 6.56334 -2.20899 1.17674
H 5.61179 -1.97127 2.65251
H 7.31565 -4.10717 2.53110
H 5.71923 -4.27587 3.25686
H 6.49829 -5.04619 0.41381
H 5.45918 -5.92306 1.57311
O -5.39178 -2.40697 0.05066
C -5.89455 -2.34625 -1.03201
O -5.17635 -2.15205 -2.17083
C -6.06729 -2.01455 -3.29293
C -7.36143 -2.68666 -2.86125
C -7.37224 -2.42236 -1.35870
H -6.20040 -0.95054 -3.50068
H -5.62326 -2.49095 -4.16476
H -8.23704 -2.30777 -3.38476
H -7.29986 -3.76067 -3.04409
H -7.83489 -1.46502 -1.11487
H -7.84949 -3.22404 -0.80266
*
```

Atomic partial charges in e from the Mulliken method, atoms 1 to 2: C -1.356; C 0.342

***

Record 3
ORCA calculation (wB97M-V/def2-TZVPD) on a molecular structure, C16H28AsBrClFPS.

Computed properties:
HOMO ... -4.1 eV

```
! wB97M-V def2-TZVPD RIJCOSX def2/J DEFGRID3
* xyz -1 1
C 0.69689 0.56240 4.86905
C -0.41358 0.05274 3.72607
C 0.23876 -0.81819 2.51254
Cl -0.53031 -2.47921 2.47302
As 0.36317 0.16540 0.71222
C 1.47450 -1.30977 -0.09154
C 1.35095 -1.55237 -1.69845
C 2.65025 -1.10821 -2.65778
C 2.64636 -1.31465 -4.31614
C 1.34705 -1.98391 -5.12005
C 0.09294 -2.46892 -4.17680
C 0.11649 -2.24827 -2.51898
C 0.56568 1.23472 -0.99814
C 0.18137 2.81931 -0.91476
C -1.32865 3.16705 -1.54737
F 0.32701 3.48358 0.38711
C -1.39764 -0.58357 0.06958
C -2.70374 -0.23369 1.03991
C -3.94645 -1.15685 0.40154
Br -3.33170 1.65605 0.94361
P 2.23718 1.15900 1.69212
S 3.31973 2.24477 0.54054
H 0.34446 0.17339 5.93951
H 1.76957 0.13214 4.68791
H 0.65924 1.75566 4.86220
H -1.11352 -0.70173 4.33372
H -1.10951 0.93790 3.41795
H 1.38087 -0.99429 2.81701
H -0.45483 1.29749 1.38492
H 1.37187 -2.36597 0.41557
H 2.61142 -0.99486 0.10347
H 3.60548 -0.60877 -2.20155
H 3.55646 -0.99159 -4.99894
H 1.31221 -2.13635 -6.29040
H -0.85830 -2.96758 -4.69748
H -0.82223 -2.64272 -1.94934
H -0.09193 0.81755 -1.90702
H 1.66347 1.18980 -1.46961
H 0.92604 3.38697 -1.65754
H -1.22115 3.99832 -2.39741
H -1.92553 3.70448 -0.66547
H -1.88272 2.20909 -1.93238
H -1.42273 -1.75636 -0.06837
H -1.75803 -0.16821 -0.99093
H -2.59710 -0.59223 2.14134
H -4.66244 -1.49058 1.29030
H -3.56791 -2.13881 -0.10952
H -4.53424 -0.54067 -0.41658
H 1.72637 2.04257 2.75022
H 3.13846 0.15793 2.28112
*
```

Atomic partial charges in e from the Mulliken method, atoms 1 to 2: C -0.997; C -0.346

***

Number 1: maximum force 0.99 eV/Å. Number 2: maximum force 4.95 eV/Å. Number 3: maximum force 5.09 eV/Å.